(1)
Entry from the Open Molecules 2025 dataset: C38H51Cl3N2O3SbSiV as an isolated structure at a distorted geometry (ωB97M-V with the def2-TZVPD basis set).

```
100
Properties=species:S:1:pos:R:3:forces:R:3:mulliken_charge:R:1
H -5.52840 -0.07839 -1.68199 0.42 0.33 -0.09 0.33
C -1.53429 -5.32740 0.68946 0.09 -0.03 0.26 -0.63
C 4.77827 0.14333 -0.58134 0.32 -0.05 0.16 -0.47
O -1.75397 -0.89643 0.72966 -2.78 -1.35 -0.70 0.30
Sb 0.95862 -1.69796 1.07323 -0.17 0.41 -0.95 0.91
C 1.26774 -0.21144 5.80655 0.08 -0.19 -0.33 -0.55
H 0.56321 2.29762 -5.03765 0.03 0.06 0.07 0.29
C -0.75808 4.39781 0.08479 0.49 -0.44 -0.09 -1.12
H 5.97576 -4.46780 -0.95435 -0.30 0.09 0.07 0.34
H 2.98441 -1.52754 5.98094 -0.23 0.12 -0.12 0.39
C -4.74695 0.17441 -2.41760 -0.24 -0.18 -0.10 -1.02
H -0.82259 -3.70931 -0.53457 -0.08 0.12 0.03 0.33
C 3.96106 1.02846 0.13718 -0.23 -0.34 -0.27 -1.18
C -0.08131 -4.13804 2.76354 -0.47 -0.47 -0.06 -0.44
C 2.75362 1.44203 -0.42621 -0.01 -0.28 -0.25 0.95
H -2.38430 -1.47168 2.95157 -0.31 -0.29 -0.27 0.07
V -2.61864 0.33035 -0.74478 3.36 -0.39 -1.69 0.03
C -0.83432 -4.14064 0.46232 -0.13 -0.40 0.31 -0.61
C 0.10251 2.46849 1.33045 -1.65 -0.31 -0.55 0.01
H 4.07326 -2.03449 2.05894 -0.06 -0.33 -0.45 0.26
C 2.19621 -1.14708 5.32818 -0.20 0.02 -0.30 -0.80
H -0.77428 -5.77288 3.99820 -0.07 0.12 -0.48 0.36
H 3.07120 4.99593 -4.29850 -0.22 0.26 0.42 0.34
H 4.98362 -1.09812 -2.34630 -0.20 0.29 0.30 0.35
C -3.11942 -2.26125 2.74241 0.00 0.02 0.05 -0.81
H -3.08855 -1.73973 -0.64801 0.17 -0.25 0.44 0.13
H -2.08555 -6.83746 2.14775 0.14 0.27 -0.11 0.35
C 2.37354 0.97831 -1.69317 0.30 -0.16 -0.75 0.15
C 0.19445 -0.16919 3.62752 0.18 0.03 0.37 -0.43
H -3.92053 -0.54888 -2.32943 -0.13 -0.23 -0.19 0.34
C 5.13812 -3.27854 0.64389 -0.16 0.10 -0.10 -0.67
H -2.07078 -5.80066 -0.12864 0.04 0.02 0.08 0.46
H -0.46705 0.99278 5.32410 0.22 -0.19 -0.10 0.44
C -0.13397 -3.53195 1.50280 0.74 0.13 0.24 0.85
C -5.31580 3.15599 -1.36118 -0.11 0.47 -0.18 -1.25
H 1.77358 5.64701 -3.24434 0.05 0.31 -0.12 0.31
C 1.51164 2.86181 -3.21300 1.95 -0.63 0.45 0.94
Cl -4.02991 1.28691 0.53311 -2.29 1.04 2.52 -0.61
O -0.95000 1.81479 1.18397 1.73 0.72 0.49 -0.50
H -5.19617 -0.00791 -3.42552 0.63 0.19 0.63 0.45
C 1.50814 4.45661 1.05353 0.49 0.08 -0.31 -0.76
H -2.70892 -3.22955 3.06072 -0.06 0.21 -0.15 0.25
C -1.53419 -5.91335 1.95970 0.13 0.20 0.19 -0.51
H 1.26596 5.51505 1.29041 0.13 -0.61 0.02 0.36
C -0.80549 -5.31855 2.99861 0.20 0.12 -0.07 -0.53
H -0.76296 5.43300 0.38024 -0.11 0.52 0.21 0.49
H -1.70100 3.92833 0.29807 -0.41 -0.15 0.04 0.27
C 0.26294 0.26773 4.95743 0.17 -0.18 -0.06 -1.13
H 2.10827 4.02459 1.88696 -0.52 0.20 -0.54 0.26
H 3.81982 -4.56149 -2.23091 0.05 0.08 0.06 0.37
H 5.73934 -0.18848 -0.16149 -0.47 0.18 -0.18 0.34
C 3.87409 -4.02761 -1.28674 0.14 0.21 0.32 -0.64
H 0.78588 0.81293 -3.13467 -0.09 -0.20 -0.02 0.32
C -4.59305 2.61860 -4.09222 0.67 0.40 -0.40 -1.30
N -3.45411 -2.29862 1.31881 -0.20 0.01 -0.03 0.59
H 0.51534 -3.70761 3.57758 -0.32 -0.09 -0.38 0.23
Si -4.15559 1.99411 -2.36263 -1.32 1.35 0.17 0.57
H 1.82559 -3.38028 -1.38321 0.03 -0.02 0.12 0.38
N 0.27312 3.71641 0.83198 0.77 -0.17 1.28 0.50
H -5.62593 2.43291 -4.43503 0.28 -0.19 0.53 0.33
C 5.07749 -3.97951 -0.57099 -0.16 0.21 0.37 -0.54
C 2.73976 -3.37853 -0.79311 0.47 -0.21 0.07 -0.61
C 3.13279 0.01710 -2.34552 0.36 -0.04 0.22 -0.57
C 3.99468 -2.62798 1.13869 0.61 -0.42 -0.34 -0.33
H -4.03891 -2.06515 3.31144 0.20 0.02 -0.15 0.44
H 1.33468 0.14165 6.83622 -0.04 -0.08 -0.25 0.35
C -2.77171 -1.61170 0.41149 2.00 -0.25 2.12 -0.45
C 2.43861 3.70128 -2.70588 -0.09 -0.95 -0.84 0.22
H 2.06457 2.11361 0.08223 0.36 -0.12 -0.34 0.06
H -6.02778 2.68674 -0.67247 0.43 -0.16 -0.13 0.39
C 2.11705 -1.60410 4.00039 -0.25 0.50 0.76 -0.75
H 0.91953 4.02390 -4.85137 -0.29 0.13 -0.26 0.45
C 0.57638 3.13269 -4.32805 -0.41 0.49 -0.36 -1.56
Cl -1.27107 -0.92123 -2.24063 0.03 -0.65 -0.56 -0.59
C 2.79789 -2.71390 0.42987 -0.37 0.39 1.01 0.78
H 6.07764 -3.22011 1.21063 -0.38 -0.04 -0.34 0.37
H -4.15961 -4.22899 0.86541 -0.06 0.10 0.10 0.27
H -0.47604 3.28033 -3.98798 0.78 -0.06 -0.09 0.07
H 0.97573 2.07090 1.91999 -0.58 0.36 -0.40 0.31
H -5.36579 -3.11187 1.57148 0.11 0.02 -0.11 0.33
H -5.93118 3.75776 -2.05464 0.30 -0.24 -0.06 0.37
H -3.92603 2.17068 -4.82579 0.09 0.03 -0.29 0.33
H 2.72310 -0.40674 -3.27244 0.42 0.20 0.27 0.36
C 2.68680 5.04830 -3.25633 0.37 0.53 -0.41 -1.84
H -0.56714 0.23658 2.96121 0.11 -0.02 0.00 0.60
C 4.36255 -0.36602 -1.81391 0.05 -0.33 0.04 -0.72
H 4.24247 1.37073 1.13719 0.03 -0.08 -0.31 0.38
C 1.21799 1.57978 -2.46818 0.52 0.95 0.61 -0.79
H 3.44889 5.54605 -2.65287 -0.05 0.25 -0.11 0.41
Cl -1.98967 2.23552 -1.90214 -2.27 0.57 -1.59 0.38
H -4.83090 -2.91017 -0.11695 0.00 -0.05 0.18 0.30
H -4.73863 3.89053 -0.77998 -0.04 -0.33 -0.03 0.32
H -4.45724 3.71304 -4.13425 0.10 -0.34 -0.01 0.29
H 2.14837 4.46296 0.13594 -0.48 -0.06 0.53 0.13
H 2.83242 -2.34907 3.65007 -0.22 0.19 0.10 0.50
C 1.11981 -1.10380 3.15341 0.65 -0.59 -0.17 0.73
O 0.39571 2.22186 -1.63823 -2.44 -0.25 2.12 -0.02
H 3.08573 3.37442 -1.88664 -0.27 -0.02 -0.36 0.37
H -0.53086 4.31701 -0.97040 0.00 -0.03 -0.32 0.14
C -4.51129 -3.19049 0.89201 -0.06 -0.10 -0.11 -0.88
```
Positions in Å, forces in eV/Å.

The calculation puts the energy relative to the best compared isomer or geometry (same formula, charge and spin) at 95.6 kcal per mole. The calculation puts the electronic energy at -4668.1799 Eh. Its expectation value of S² is 3.760. As for the maximum force: 3.78 eV Å⁻¹. As for the multiplicity: 4. The net charge is -1. Its frontier orbital gap (alpha / beta) is 5.24 / 5.23 eV.


(2)
Entry from the Open Molecules 2025 dataset: C52H51CrN7O3SSi2Te as an isolated structure at a distorted geometry (ωB97M-V with the def2-TZVPD basis set).

```
118
Properties=species:S:1:pos:R:3:forces:R:3:mulliken_charge:R:1
H 4.83803 3.93011 -1.15548 0.10 -0.36 0.22 0.40
H 2.59542 -3.18928 1.14071 0.42 -0.02 -0.28 -0.60
C 4.12498 1.11364 -2.94114 1.26 0.87 -0.09 -0.58
H -0.93663 2.70795 4.05537 -0.33 0.32 -0.20 0.55
C 3.44093 -2.81419 0.54795 -0.95 -0.59 1.04 -0.54
H 6.67618 0.35448 1.69209 -0.04 -0.55 -0.87 0.35
H 6.18919 -2.93423 4.30219 -0.14 0.36 -0.45 0.38
H -1.60466 1.35046 2.09418 -0.29 -0.44 0.00 0.08
S -3.10568 -1.15247 -0.63089 -0.20 1.10 0.94 0.94
C -1.21343 5.86901 0.39264 -1.14 0.82 -0.76 -0.65
N -2.30864 -2.21012 2.66757 0.00 -0.12 0.93 -0.19
H 0.83285 3.37115 -4.16645 0.56 0.34 0.10 0.56
H 2.15659 0.27791 -3.14349 0.18 0.11 -0.40 0.66
H 4.20690 -3.76923 2.99805 0.81 1.08 -0.22 0.31
C 0.70179 -2.23023 3.63923 -0.33 1.41 1.25 -0.85
H -0.18611 5.07286 2.10805 -0.07 0.06 0.10 0.50
C 1.01526 -4.71014 -2.96651 0.46 -0.82 -0.38 -1.14
H -2.39623 1.77951 -0.16889 -0.03 -0.58 -0.29 -0.36
C -0.58146 1.93221 -3.39928 0.71 0.94 -0.53 0.92
C -6.21174 1.38575 -0.34338 -0.14 0.77 0.54 -1.14
H -7.28655 1.27917 -0.45822 0.02 0.14 0.21 0.28
H 1.99028 -4.22354 -2.88807 0.05 0.18 -0.44 0.21
N -3.93039 -0.54610 2.11996 1.23 -0.37 0.27 -0.22
C -0.04796 2.81204 -4.38764 -1.13 -1.18 0.33 -1.03
H 0.50607 3.05767 1.04649 0.88 -0.98 0.23 0.98
H -4.67930 -1.92625 5.08846 0.85 0.36 -0.69 0.34
N 0.43379 -2.70443 1.25515 -0.41 0.63 0.16 0.87
H -2.67510 -3.39352 -2.70721 -1.30 1.19 -0.31 0.25
H 1.04156 -2.08994 -3.96331 -1.14 0.15 0.01 0.20
N 1.79190 3.47010 6.07191 -0.48 -0.44 -1.03 -0.64
Te 2.76193 -1.27716 -0.68970 -0.70 -0.09 -0.82 0.24
Si 0.18195 1.92616 -1.73278 1.40 0.96 0.02 -1.94
O -2.18817 -1.10322 -1.73048 -0.33 -0.26 -0.98 -0.66
H -5.36508 -0.06698 3.40227 -0.02 -0.61 0.56 0.45
H -2.29209 -4.86881 -1.81994 0.36 0.71 -0.35 0.29
C 6.25105 -0.65768 1.75795 -0.28 1.30 0.69 -0.70
H 0.40661 -2.67698 4.62363 -0.04 0.14 -0.92 0.45
C 4.29389 3.06220 -1.52102 -0.74 0.05 -0.49 -0.91
C -1.96744 -4.15016 -2.61215 1.17 -2.89 -0.09 -1.13
C -2.42458 1.39268 -4.81231 0.83 0.32 -0.29 -1.27
C 0.01746 3.74316 0.41608 -1.51 2.55 1.30 0.05
C 1.07574 2.05365 3.97016 -0.69 1.90 1.60 0.48
N 0.18690 -2.82908 -0.99160 -0.08 1.26 1.52 0.19
H 0.14300 -1.21843 3.51509 0.90 -2.06 0.09 -0.02
C 4.51462 -2.29419 1.43773 0.33 0.94 0.18 0.38
C 0.31938 -4.57265 2.71209 0.60 1.63 0.33 -1.43
O -0.10339 0.62495 -0.93330 -0.55 -1.74 0.95 2.65
C -1.13888 4.45923 -1.51929 -0.31 1.14 -0.75 -0.25
H -2.28746 2.30117 -6.76474 -1.03 -0.16 -1.26 0.42
H -2.12508 0.58291 -2.81856 -0.11 0.07 -0.12 0.18
C 4.57779 -0.37359 -0.10880 0.25 1.08 -0.63 -1.21
H 3.75891 -3.59277 -0.10989 0.47 -0.70 -0.24 0.85
C -1.75776 1.23490 -3.59831 0.03 0.42 -0.59 0.57
C 0.09904 -5.36866 1.59313 -0.83 -0.86 0.13 -1.07
H 6.00933 2.25320 -2.43119 -1.47 -0.64 -0.42 0.22
C 0.03763 -4.89273 0.31594 0.12 1.33 1.37 -1.25
C -4.07512 0.37488 -0.53138 2.19 -0.48 -0.03 -0.74
H -3.36660 0.93323 -4.96222 -0.76 -0.54 -0.22 0.49
N -2.13405 -1.08037 0.63513 -0.26 -0.24 1.51 1.46
C -4.26096 2.70501 0.01575 1.37 0.23 -0.04 -1.06
C -5.63729 2.63065 0.00682 -1.15 -0.48 -0.65 0.96
H -0.15167 -1.08623 -3.14551 -0.23 0.26 0.35 -0.59
C -3.46481 1.60648 -0.26750 -0.36 0.08 0.24 0.73
C -1.56930 5.64628 -0.97031 0.95 -1.30 2.12 -0.86
H -0.23232 -5.50798 -0.49493 -0.19 -0.54 -0.79 0.59
C 5.88201 -2.43746 3.36917 2.44 0.99 1.33 -0.63
H -0.20129 -6.39931 1.76249 0.37 -0.13 -0.01 0.33
H 1.76768 -1.96923 3.80636 -0.39 -0.06 -0.45 0.17
C -0.45255 4.92033 1.07114 0.26 -0.13 -0.66 -1.24
C -0.35282 3.52482 -0.87742 0.41 -1.39 -0.88 0.35
Si -0.25070 -3.45620 -2.51573 -0.61 0.46 0.56 0.09
H -5.91682 -0.71133 -0.66082 0.46 0.43 0.00 0.51
H 5.22448 -0.44319 -0.97894 0.14 0.04 -0.11 0.85
H -2.23879 6.18983 -1.59135 -0.34 1.06 0.09 0.45
C 1.69816 0.52013 2.27790 -2.44 -0.11 -0.17 0.28
H -1.65375 6.78016 0.86712 0.74 -0.89 -0.06 0.30
H -1.88211 -4.79284 -3.52938 -0.52 0.59 0.37 0.44
C -0.60348 1.22593 2.48103 0.83 0.27 -0.55 0.55
C 2.03494 1.29442 3.36236 1.26 0.10 -0.62 -0.57
H -3.72586 3.64572 0.20822 -0.44 -0.25 0.03 0.07
H -7.35309 3.78783 0.48994 0.85 -0.48 -0.33 0.24
C -5.41750 0.25581 -0.51445 -2.03 0.11 -0.56 -0.26
C 0.51137 -3.18697 2.50470 -0.87 -1.24 0.04 0.66
C 4.82789 -2.88055 2.68152 -2.32 -1.83 -1.82 -0.49
H 3.06811 1.44880 3.67803 -0.17 -0.41 -0.06 0.46
C 1.44131 2.89363 5.12728 0.40 -0.27 0.26 -0.36
C 0.19108 -3.47906 0.16620 0.55 -1.32 -0.63 1.02
C 2.90873 3.00123 -1.32861 0.40 -0.53 -0.83 -0.62
C 6.62338 -1.32732 2.88388 -0.33 -1.68 0.91 -0.56
N -6.36667 3.82741 0.20145 -0.92 -0.48 0.02 -0.62
H 2.45578 3.74347 -0.75672 -0.70 1.26 1.04 0.53
H 2.42055 -0.03541 1.75277 1.03 -0.51 -0.25 -0.51
C 0.33145 0.36424 1.82333 0.63 1.05 0.78 0.81
C 4.88423 2.12732 -2.34792 1.62 0.79 0.58 -0.32
C -2.81649 -1.26564 1.88515 0.19 0.07 -1.76 -0.68
C -0.67483 2.90663 -5.61232 -0.40 -0.43 -0.15 -0.73
C -4.52636 -0.76374 3.28983 -0.66 1.70 -1.67 -0.35
H -5.88625 4.45990 0.80500 0.35 0.39 0.21 0.24
C -0.22944 2.11990 3.50015 0.18 -1.70 -0.10 -0.85
H 0.29266 -4.97729 3.72648 0.09 0.14 -0.39 0.47
H 4.68996 0.47185 -3.59484 -0.35 -0.65 -0.13 0.43
C -2.95529 -2.41084 3.80818 -0.80 1.70 -0.42 -0.24
C 5.15045 -1.09987 1.04132 -0.53 -1.07 0.43 0.86
H 4.43200 0.69914 0.06464 0.06 -0.20 0.17 0.31
H -1.45432 4.38612 -2.53835 0.06 -0.88 -0.62 0.20
H 1.11292 -5.51776 -2.23194 -0.35 -0.20 -0.37 0.35
C -1.85456 2.15157 -5.82588 1.21 0.90 1.31 -0.79
H -0.68239 -2.01253 -4.52736 -0.01 -0.09 -0.19 0.46
H -2.57864 -3.05564 4.53893 0.87 -1.42 0.61 0.48
C -4.08285 -1.67835 4.17863 -0.59 -1.45 1.50 -0.94
H 7.50111 -1.02660 3.40606 0.41 0.34 0.53 0.45
Cr -0.05981 -0.94826 0.20212 -0.05 0.82 0.52 0.31
O -4.06385 -2.22474 -0.52536 0.04 -0.05 -0.25 -0.86
C -0.04987 -2.03656 -3.64460 1.72 0.27 -1.07 -0.30
H 0.82877 -5.08898 -3.99991 0.40 0.04 0.75 0.32
H -0.28124 3.55218 -6.41124 -0.20 -0.35 0.38 0.36
C 2.08961 2.06245 -1.93766 0.84 -1.03 -0.68 0.95
C 2.77198 1.08146 -2.74644 -1.57 0.56 0.73 -0.85
```
Positions in Å, forces in eV/Å.

The calculation puts the energy relative to the best compared isomer or geometry (same formula, charge and spin) at 75.7 kcal per mole. The calculation puts the electronic energy at -4911.0125 Eh. Its expectation value of S² is 3.794. As for the maximum force: 3.47 eV Å⁻¹. As for the multiplicity: 4. The net charge is -1. Its frontier orbital gap (alpha / beta) is 7.34 / 7.37 eV.


(3)
Entry from the Open Molecules 2025 dataset: C5H12N2 as an isolated structure at a distorted geometry (ωB97M-V with the def2-TZVPD basis set).

```
19
Properties=species:S:1:pos:R:3:forces:R:3:mulliken_charge:R:1
N -1.95528 0.33263 -0.48297 -0.20 -0.01 -0.08 -0.16
N 0.44896 -0.09733 -2.07284 -0.40 -0.12 -0.63 -0.64
H -2.73118 1.65168 2.13185 0.02 0.10 0.11 0.22
H -0.05823 -1.68270 1.68558 -0.64 1.05 -0.43 0.26
H 0.92163 0.58756 -0.25682 0.01 0.03 0.15 0.34
H -3.77499 0.57767 1.17020 -0.10 -0.02 0.02 0.31
C -1.62424 0.48992 0.76405 -0.16 0.36 -0.01 -0.27
C 3.47142 -0.13576 -0.07938 -0.06 -0.06 -0.23 -0.77
H -0.42556 -1.00932 1.42552 0.91 -1.35 0.57 -0.31
H -2.92551 0.31711 -0.81726 0.10 0.01 0.14 0.21
H -2.74206 -0.06131 2.47939 -0.01 -0.04 0.11 0.20
H 3.11080 0.38060 0.79464 -0.12 0.10 0.17 0.27
H 4.50229 -0.45758 -0.06748 0.04 -0.05 -0.03 0.26
H -1.23243 0.19409 -1.19177 -0.09 0.02 -0.07 0.32
H 3.03814 -0.88006 -1.99863 0.07 -0.05 -0.06 0.24
C -2.80158 0.66748 1.67372 0.05 -0.07 -0.36 -0.72
H 0.81372 -0.59151 -2.89212 0.15 0.06 0.26 0.17
C 1.28879 0.07569 -1.14525 -0.06 0.12 0.39 0.17
C 2.67531 -0.35884 -1.12042 0.47 -0.09 -0.02 -0.09
```
Positions in Å, forces in eV/Å.

The calculation puts the energy relative to the best compared isomer or geometry (same formula, charge and spin) at 95.4 kcal per mole. The calculation puts the electronic energy at -307.0773 Eh. As for the maximum force: 1.73 eV Å⁻¹. Its frontier orbital gap is 8.22 eV.


Question: Which formula does entry 3 have?
Answer: C5H12N2